No. 1
ORCA calculation (ωB97M-V/def2-TZVPD) on a structure of composition C31H35InN4O7PTe in a non-equilibrium geometry.

Results
- Net charge: +1
- E_tot: -74762.052 eV
- Gap between HOMO and LUMO: 6.69 eV
- Maximum force: 3.546 eV Å⁻¹
- Relative energy (zero: lowest compared OMol25 entry of this formula, charge and spin): 2.60 kcal/mol
- Lowest unoccupied orbital energy: -2.4 eV

Atoms and positions in Å:
In  2.017  -8.416  15.829
C  -0.844  -8.992  16.829
C  -1.671  -7.806  16.371
C  -0.977  -6.676  15.737
C  -1.687  -5.456  15.574
C  -1.015  -4.370  14.926
C  0.309  -4.531  14.667
C  1.000  -5.688  14.912
N  0.352  -6.757  15.412
N  -0.162  -9.742  15.775
C  0.121  -11.167  16.181
C  1.098  -11.167  17.363
C  1.132  -12.153  18.328
C  2.207  -12.188  19.257
C  3.124  -11.181  19.164
C  3.056  -10.227  18.140
N  2.060  -10.290  17.218
C  -0.741  -9.783  14.483
C  0.267  -10.190  13.504
C  0.023  -10.980  12.404
C  1.045  -11.263  11.506
C  2.306  -10.704  11.660
C  2.482  -9.845  12.788
N  1.556  -9.691  13.718
H  -1.550  -9.658  17.396
H  -0.177  -8.612  17.615
H  -2.145  -7.357  17.257
H  -2.558  -8.045  15.768
H  -2.701  -5.458  15.872
H  -1.570  -3.487  14.712
H  0.858  -3.720  14.197
H  2.055  -5.799  14.646
H  0.561  -11.621  15.316
H  -0.768  -11.662  16.481
H  0.263  -12.747  18.445
H  2.261  -12.909  20.039
H  3.958  -11.168  19.858
H  3.817  -9.515  18.001
H  -1.077  -8.790  14.242
H  -1.613  -10.428  14.449
H  -0.928  -11.422  12.382
H  0.808  -11.977  10.708
H  3.107  -10.955  11.003
H  3.475  -9.553  12.946
O  4.215  -8.833  15.976
C  4.486  -7.994  15.067
O  3.448  -7.537  14.434
C  5.829  -7.643  14.684
C  6.117  -6.773  13.647
C  7.400  -6.420  13.289
C  8.418  -6.986  14.053
O  9.733  -6.754  14.033
C  10.301  -7.343  15.202
O  9.244  -7.952  15.970
C  8.150  -7.750  15.198
C  6.884  -8.126  15.511
H  5.342  -6.359  13.008
H  7.543  -5.672  12.509
H  10.736  -6.544  15.816
H  11.041  -8.151  14.949
H  6.673  -8.738  16.395
C  -0.147  -4.471  20.227
C  0.604  -5.676  19.761
O  1.503  -5.218  18.710
P  2.683  -6.207  18.275
O  2.024  -7.466  17.691
Te  4.100  -6.258  20.066
O  3.220  -5.442  16.949
C  4.227  -4.390  17.119
C  4.444  -3.816  15.723
H  -0.867  -4.804  21.006
H  -0.647  -3.974  19.397
H  0.591  -3.815  20.664
H  -0.074  -6.410  19.327
H  1.159  -6.144  20.576
H  5.119  -4.833  17.649
H  3.788  -3.611  17.825
H  4.869  -4.577  15.031
H  5.134  -2.950  15.666
H  3.491  -3.420  15.380

***

No. 2
ORCA calculation (ωB97M-V/def2-TZVPD) on a structure of composition C31H36Cl4O2Si4Tc.

Results
- Net charge: -2
- E_tot: -120629.742 eV
- Gap between HOMO and LUMO (spin up / spin down): 5.37 / 6.38 eV
- Spin multiplicity: 4
- Maximum force: 0.380 eV Å⁻¹
- Lowest unoccupied orbital energy (spin up / spin down): 4.3 / 4.3 eV

Atoms and positions in Å:
Tc  0.241  0.026  -0.249
Cl  0.356  6.223  2.840
C  0.210  4.517  2.541
C  -0.099  3.652  3.576
Cl  -0.347  4.257  5.186
C  -0.214  2.277  3.322
Cl  -0.593  1.157  4.591
C  -0.023  1.767  2.045
O  -0.100  0.493  1.748
C  0.275  2.659  0.971
O  0.418  2.133  -0.212
C  0.401  4.017  1.244
Cl  0.790  5.070  -0.077
C  -3.144  1.242  0.132
Si  -2.260  -0.259  -0.619
C  -3.159  -0.525  -2.291
C  -2.880  -1.808  0.303
C  -4.235  -2.059  0.547
C  -4.665  -3.277  1.050
C  -3.733  -4.278  1.310
C  -2.386  -4.034  1.091
C  -1.938  -2.801  0.601
Si  -0.089  -2.327  0.523
C  0.797  -3.795  -0.291
C  0.330  -2.504  2.366
H  -4.234  1.146  0.084
H  -2.854  2.149  -0.407
H  -2.851  1.374  1.177
H  -4.047  -1.140  -2.118
H  -2.536  -1.048  -3.015
H  -3.491  0.415  -2.742
H  -4.972  -1.290  0.330
H  -5.720  -3.452  1.233
H  -4.059  -5.241  1.691
H  -1.667  -4.815  1.325
H  0.365  -4.741  0.051
H  1.851  -3.782  -0.005
H  0.745  -3.766  -1.382
H  0.121  -3.529  2.695
H  -0.286  -1.815  2.945
H  1.372  -2.272  2.587
C  3.696  -1.609  -1.152
Si  2.751  -0.354  -0.072
C  3.608  1.295  -0.475
C  3.391  -0.744  1.678
H  4.768  -1.570  -0.925
H  3.567  -1.387  -2.213
H  3.352  -2.630  -0.980
H  4.675  1.236  -0.229
H  3.163  2.118  0.089
H  3.508  1.543  -1.534
H  4.451  -0.472  1.748
H  3.300  -1.807  1.912
H  2.839  -0.190  2.441
C  -0.287  4.509  -4.069
C  -1.310  3.648  -3.693
C  -1.019  2.341  -3.330
C  0.287  1.843  -3.343
C  1.296  2.730  -3.723
C  1.020  4.044  -4.080
Si  0.742  0.103  -2.698
C  0.168  -1.116  -4.064
C  0.846  -2.335  -4.183
C  0.551  -3.246  -5.187
C  -0.440  -2.957  -6.117
C  -1.125  -1.755  -6.024
C  -0.824  -0.852  -5.011
H  -0.504  5.539  -4.327
H  -2.334  4.003  -3.658
H  -1.830  1.702  -2.999
H  2.325  2.387  -3.727
H  1.831  4.711  -4.351
H  2.194  0.099  -3.079
H  1.626  -2.576  -3.466
H  1.096  -4.182  -5.246
H  -0.670  -3.660  -6.910
H  -1.902  -1.516  -6.742
H  -1.368  0.084  -4.971

***

No. 3
ORCA calculation (ωB97M-V/def2-TZVPD) on a structure of composition C31H36CrF3N8PS.

Results
- Net charge: +3
- E_tot: -101330.417 eV
- Gap between HOMO and LUMO (spin up / spin down): 8.06 / 7.92 eV
- Spin multiplicity: 4
- Maximum force: 0.371 eV Å⁻¹
- Lowest unoccupied orbital energy (spin up / spin down): -7.9 / -8.2 eV

Atoms and positions in Å:
Cr  -0.477  -0.604  1.332
C  1.234  -0.197  3.833
C  1.941  1.023  3.276
C  1.235  1.881  2.257
C  1.363  3.258  2.406
C  0.822  4.121  1.474
C  0.191  3.569  0.371
C  0.100  2.200  0.279
N  0.576  1.340  1.204
N  0.923  -1.247  2.828
C  2.135  -1.651  2.066
C  1.701  -2.525  0.926
C  2.365  -3.666  0.528
C  1.862  -4.390  -0.545
C  0.717  -3.937  -1.183
C  0.105  -2.788  -0.724
N  0.583  -2.091  0.319
C  0.370  -2.444  3.534
C  -1.108  -2.614  3.340
C  -1.864  -3.354  4.230
C  -3.208  -3.556  3.967
C  -3.754  -3.014  2.812
C  -2.944  -2.280  1.974
N  -1.637  -2.074  2.230
H  0.293  0.081  4.312
H  1.879  -0.627  4.604
H  2.913  0.741  2.865
H  2.177  1.653  4.133
H  1.898  3.644  3.262
H  0.898  5.192  1.604
H  -0.249  4.189  -0.398
H  -0.397  1.744  -0.564
H  2.869  -2.137  2.712
H  2.589  -0.757  1.640
H  3.256  -3.986  1.051
H  2.347  -5.303  -0.864
H  0.292  -4.474  -2.019
H  -0.801  -2.419  -1.185
H  0.611  -2.395  4.596
H  0.860  -3.339  3.144
H  -1.399  -3.774  5.113
H  -3.819  -4.131  4.650
H  -4.796  -3.152  2.562
H  -3.326  -1.852  1.059
F  -3.634  2.501  -1.453
C  -4.476  1.819  -0.643
F  -5.594  2.526  -0.524
F  -4.768  0.664  -1.255
C  -3.818  1.590  0.697
C  -4.298  2.194  1.844
C  -3.633  2.015  3.055
C  -2.485  1.260  3.066
N  -2.021  0.672  1.953
C  -2.680  0.790  0.790
S  -1.942  -0.181  -0.471
H  -5.195  2.797  1.795
H  -3.999  2.465  3.967
H  -1.911  1.119  3.972
C  0.970  0.679  -5.856
N  0.795  1.946  -4.995
C  2.186  2.571  -4.777
N  3.075  1.624  -4.210
C  3.193  0.449  -5.071
N  1.899  -0.206  -5.255
C  1.399  -0.818  -4.025
P  1.101  0.409  -2.647
C  0.138  1.626  -3.684
C  2.747  1.273  -2.828
H  1.326  1.021  -6.828
H  -0.015  0.226  -5.958
H  0.215  2.610  -5.510
H  2.048  3.436  -4.129
H  2.532  2.896  -5.758
H  3.897  -0.254  -4.630
H  3.577  0.758  -6.044
H  2.125  -1.556  -3.679
H  0.472  -1.354  -4.240
H  0.017  2.561  -3.134
H  -0.858  1.229  -3.887
H  3.524  0.607  -2.448
H  2.764  2.173  -2.209

***

No. 4
ORCA calculation (ωB97M-V/def2-TZVPD) on a structure of composition C31H36F9O2P2S2SiV.

Results
- Net charge: -1
- E_tot: -135106.673 eV
- Gap between HOMO and LUMO (spin up / spin down): 5.53 / 4.83 eV
- Spin multiplicity: 2
- Maximum force: 0.795 eV Å⁻¹
- Relative energy (zero: lowest compared OMol25 entry of this formula, charge and spin): 3.33 kcal/mol
- Lowest unoccupied orbital energy (spin up / spin down): 2.2 / 2.2 eV

Atoms and positions in Å:
V  0.100  0.275  1.513
C  1.930  0.580  5.853
C  1.671  0.571  4.360
S  -0.035  0.527  3.873
C  2.656  0.603  3.455
C  4.115  0.643  3.815
S  2.311  0.603  1.702
H  0.986  0.545  6.395
H  2.464  1.482  6.170
H  2.526  -0.281  6.168
H  4.278  0.701  4.892
H  4.603  1.505  3.350
H  4.634  -0.246  3.442
C  0.775  -4.176  1.858
Si  -0.711  -3.037  1.921
C  -1.401  -3.075  3.652
C  -2.013  -3.770  0.774
O  -0.325  -1.561  1.412
H  0.554  -5.143  2.320
H  1.620  -3.729  2.389
H  1.079  -4.360  0.824
H  -1.487  -4.100  4.025
H  -2.393  -2.615  3.695
H  -0.754  -2.498  4.317
H  -2.353  -4.748  1.131
H  -1.608  -3.906  -0.234
H  -2.892  -3.119  0.703
C  -3.057  0.326  1.926
P  -2.440  1.984  1.656
C  -3.523  2.723  0.432
C  -2.679  2.865  3.189
O  -1.004  2.048  1.176
H  -4.120  0.366  2.171
H  -2.500  -0.132  2.747
H  -2.910  -0.272  1.025
H  -4.565  2.698  0.753
H  -3.416  2.167  -0.503
H  -3.215  3.756  0.267
H  -3.716  2.807  3.525
H  -2.392  3.907  3.046
H  -2.005  2.412  3.922
F  3.884  -5.193  -2.584
C  3.253  -4.401  -3.466
F  2.389  -5.183  -4.151
F  4.180  -3.991  -4.361
C  2.555  -3.238  -2.816
C  2.594  -3.056  -1.448
C  1.934  -1.968  -0.876
C  1.241  -1.077  -1.680
C  1.210  -1.273  -3.061
C  1.864  -2.349  -3.634
P  0.376  0.326  -0.862
C  1.261  1.786  -1.534
C  2.519  1.687  -2.117
C  3.212  2.823  -2.513
C  2.646  4.072  -2.329
C  1.402  4.191  -1.723
C  0.722  3.056  -1.319
C  3.392  5.311  -2.730
F  4.034  5.881  -1.689
F  4.326  5.067  -3.671
F  2.567  6.256  -3.233
C  -1.167  0.307  -1.899
C  -2.041  -0.743  -1.612
C  -3.281  -0.831  -2.222
C  -3.676  0.156  -3.117
C  -2.825  1.205  -3.416
C  -1.570  1.272  -2.816
C  -5.046  0.133  -3.732
F  -5.028  0.523  -5.024
F  -5.610  -1.087  -3.698
F  -5.895  0.972  -3.094
H  3.132  -3.753  -0.821
H  1.959  -1.799  0.193
H  0.666  -0.580  -3.693
H  1.839  -2.503  -4.705
H  2.976  0.716  -2.258
H  4.190  2.732  -2.965
H  0.972  5.171  -1.557
H  -0.224  3.150  -0.801
H  -1.738  -1.489  -0.882
H  -3.942  -1.659  -1.998
H  -3.132  1.964  -4.124
H  -0.906  2.089  -3.069

***

No. 5
ORCA calculation (ωB97M-V/def2-TZVPD) on a cluster of 2 separate species, C31H36N3 in total in a non-equilibrium geometry.

Results
- Net charge: +1
- E_tot: -37195.054 eV
- Gap between HOMO and LUMO: 5.04 eV
- Maximum force: 1.854 eV Å⁻¹
- Relative energy (zero: lowest compared OMol25 entry of this formula, charge and spin): 40.62 kcal/mol
- Lowest unoccupied orbital energy: -4.0 eV

Atoms and positions in Å:
C  4.739  -0.177  3.462
C  4.346  1.117  3.076
C  3.015  1.380  2.772
C  2.037  0.359  2.902
C  0.648  0.608  2.613
C  -0.376  -0.121  3.192
N  -1.599  0.365  3.412
C  -2.667  -0.451  3.965
C  -3.925  0.421  3.887
C  -3.499  1.776  3.291
C  -1.981  1.717  3.050
C  2.448  -0.936  3.302
C  3.783  -1.196  3.582
H  5.788  -0.394  3.672
H  5.090  1.914  3.010
H  2.699  2.380  2.461
H  0.420  1.488  2.008
H  -0.205  -1.142  3.560
H  -2.779  -1.377  3.379
H  -2.447  -0.756  5.001
H  -4.680  -0.070  3.264
H  -4.345  0.530  4.888
H  -4.014  1.954  2.343
H  -3.728  2.608  3.958
H  -1.448  2.473  3.653
H  -1.752  1.928  1.995
H  1.694  -1.720  3.364
H  4.080  -2.201  3.889
C  4.922  1.896  -4.819
N  4.654  1.491  -3.464
C  5.692  1.542  -2.453
C  4.981  1.075  -1.163
C  3.574  0.821  -1.581
C  3.450  1.120  -2.959
C  2.208  1.035  -3.613
C  1.090  0.722  -2.861
C  1.204  0.251  -1.508
C  0.134  -0.327  -0.772
C  -1.061  -0.893  -1.285
C  -2.089  -1.264  -0.355
C  -3.326  -1.659  -0.803
C  -3.594  -1.723  -2.194
N  -4.901  -2.033  -2.396
C  -5.572  -2.136  -3.666
C  -5.620  -2.266  -1.159
C  -4.569  -2.008  -0.061
C  -2.584  -1.461  -3.135
C  -1.321  -1.126  -2.681
C  2.481  0.381  -0.872
H  3.986  1.924  -5.386
H  5.385  2.894  -4.822
H  5.617  1.194  -5.305
H  6.538  0.895  -2.720
H  6.084  2.564  -2.357
H  5.465  0.175  -0.771
H  5.055  1.842  -0.383
H  2.147  1.252  -4.677
H  0.105  0.842  -3.308
H  0.265  -0.380  0.308
H  -1.907  -1.192  0.718
H  -5.015  -1.586  -4.431
H  -5.674  -3.187  -3.983
H  -6.581  -1.712  -3.565
H  -6.483  -1.593  -1.077
H  -6.005  -3.294  -1.120
H  -4.452  -2.897  0.566
H  -4.898  -1.192  0.591
H  -2.820  -1.531  -4.197
H  -0.510  -1.036  -3.401
H  2.600  0.103  0.176

***

No. 6
ORCA calculation (ωB97M-V/def2-TZVPD) on a cluster of 5 separate species, C31H36O5S in total.

Results
- Net charge: 0
- E_tot: -53803.074 eV
- Gap between HOMO and LUMO: 9.15 eV
- Maximum force: 0.634 eV Å⁻¹
- Lowest unoccupied orbital energy: 0.0 eV
- Structure (SMILES): CCSCOC(=O)OCCC(=O)O.c1ccccc1.c1ccccc1.c1ccccc1.c1ccccc1

Atoms and positions in Å:
C  5.927  -0.944  -0.808
C  5.043  -0.903  0.431
S  4.442  0.766  0.819
C  2.836  0.599  0.013
O  2.233  1.895  0.006
C  1.499  2.209  -1.106
O  1.980  2.587  -2.123
O  0.171  2.154  -0.896
C  -0.337  0.926  -0.370
C  -0.142  -0.218  -1.368
C  -0.041  -1.552  -0.661
O  -0.508  -1.769  0.415
O  0.603  -2.536  -1.335
H  5.386  -0.551  -1.672
H  6.236  -1.967  -1.030
H  6.811  -0.322  -0.673
H  4.173  -1.552  0.300
H  5.566  -1.275  1.311
H  2.198  -0.102  0.556
H  2.987  0.245  -1.013
H  0.114  0.694  0.595
H  -1.393  1.098  -0.189
H  -0.994  -0.275  -2.051
H  0.742  -0.051  -1.992
H  1.003  -2.184  -2.139
C  3.774  7.685  0.978
C  3.891  6.652  1.899
C  3.685  5.339  1.498
C  3.364  5.057  0.177
C  3.246  6.090  -0.742
C  3.450  7.404  -0.343
H  3.936  8.709  1.290
H  4.142  6.872  2.929
H  3.776  4.532  2.215
H  3.207  4.036  -0.137
H  2.992  5.869  -1.772
H  3.355  8.208  -1.061
C  -1.069  -7.431  1.242
C  -2.448  -7.279  1.206
C  -3.004  -6.110  0.705
C  -2.180  -5.093  0.242
C  -0.801  -5.242  0.278
C  -0.247  -6.413  0.778
H  -0.635  -8.344  1.630
H  -3.090  -8.073  1.569
H  -4.080  -5.992  0.675
H  -2.613  -4.179  -0.144
H  -0.163  -4.446  -0.079
H  0.829  -6.532  0.808
C  -6.280  -9.896  3.998
C  -7.660  -9.745  3.960
C  -8.216  -8.575  3.461
C  -7.393  -7.557  3.000
C  -6.014  -7.707  3.040
C  -5.458  -8.877  3.538
H  -5.846  -10.809  4.385
H  -8.301  -10.538  4.321
H  -9.292  -8.457  3.431
H  -7.827  -6.645  2.610
H  -5.371  -6.911  2.684
H  -4.382  -8.994  3.571
C  0.379  10.183  -3.172
C  0.499  9.152  -2.251
C  0.303  7.837  -2.650
C  -0.014  7.553  -3.971
C  -0.136  8.585  -4.893
C  0.060  9.899  -4.493
H  0.535  11.209  -2.862
H  0.745  9.372  -1.219
H  0.400  7.034  -1.930
H  -0.163  6.527  -4.282
H  -0.384  8.363  -5.923
H  -0.034  10.703  -5.212